# 1
{
  "formula": "C57H56FN4P2STl",
  "method": "ωB97M-V/def2-TZVPD",
  "relative_energy_ev": 2.279,
  "charge": 2,
  "homo_ev": [-11.416, -11.416],
  "elements": ["Tl", "C", "C", "C", "C", "C", "C", "C", "C", "C", "C", "C", "C", "N", "C", "C", "C", "C", "C", "C", "F", "H", "H", "H", "H", "H", "H", "H", "H", "H", "H", "H", "H", "H", "H", "H", "H", "H", "H", "H", "H", "H", "C", "N", "C", "P", "C", "C", "C", "C", "C", "C", "C", "C", "C", "C", "C", "C", "C", "C", "C", "C", "C", "C", "P", "C", "C", "C", "C", "C", "C", "C", "C", "C", "C", "C", "C", "H", "H", "H", "H", "H", "H", "H", "H", "H", "H", "H", "H", "H", "H", "H", "H", "H", "H", "H", "H", "H", "H", "H", "H", "H", "H", "H", "H", "H", "N", "C", "N", "C", "C", "C", "C", "C", "C", "S", "H", "H", "H", "H", "H", "H"],
  "coordinates": [[0.620, -0.143, -0.242], [3.769, -3.108, -0.496], [3.627, -4.085, 0.676], [4.775, -3.913, 1.692], [2.302, -4.062, 1.386], [1.743, -5.316, 1.707], [0.636, -5.444, 2.486], [-0.139, -4.326, 3.025], [0.290, -2.922, 2.518], [-0.084, -1.755, 3.502], [-0.190, -2.203, 4.964], [-1.330, -0.928, 3.158], [1.721, -2.872, 1.989], [2.519, -1.863, 1.946], [2.858, -0.921, 2.879], [2.828, -1.166, 4.264], [3.371, -0.260, 5.149], [3.935, 0.924, 4.680], [3.983, 1.191, 3.319], [3.466, 0.265, 2.445], [3.503, 0.498, 1.119], [4.759, -3.240, -0.932], [3.677, -2.073, -0.176], [3.033, -3.312, -1.269], [3.714, -5.094, 0.267], [4.874, -2.871, 1.989], [5.706, -4.230, 1.225], [4.627, -4.520, 2.586], [2.258, -6.204, 1.365], [0.291, -6.442, 2.739], [-0.253, -4.467, 4.100], [0.733, -1.036, 3.458], [-1.131, -2.722, 5.157], [-0.163, -1.329, 5.614], [0.626, -2.859, 5.271], [-2.246, -1.518, 3.118], [-1.231, -0.387, 2.214], [-1.466, -0.178, 3.938], [2.428, -2.109, 4.612], [3.368, -0.475, 6.208], [4.351, 1.637, 5.377], [4.428, 2.095, 2.929], [-2.094, 2.026, -3.160], [-1.892, 3.258, -2.432], [-0.542, 3.696, -2.170], [0.240, 3.079, -0.571], [1.860, 3.918, -0.686], [2.459, 4.521, 0.420], [3.725, 5.078, 0.319], [4.424, 5.025, -0.878], [3.852, 4.401, -1.976], [2.586, 3.845, -1.878], [-0.624, 3.964, 0.762], [-1.349, 3.204, 1.676], [-2.028, 3.808, 2.726], [-1.980, 5.185, 2.873], [-1.249, 5.956, 1.974], [-0.574, 5.350, 0.930], [-2.973, 4.169, -2.413], [-4.048, 4.027, -3.293], [-5.098, 4.935, -3.277], [-5.099, 6.006, -2.399], [-4.030, 6.153, -1.528], [-2.983, 5.248, -1.530], [-1.010, 0.583, -2.675], [-2.236, -0.455, -1.805], [-2.798, 0.124, -0.657], [-3.633, -0.614, 0.169], [-3.913, -1.941, -0.134], [-3.365, -2.518, -1.271], [-2.522, -1.786, -2.097], [-0.659, -0.207, -4.271], [-1.638, -0.735, -5.114], [-1.286, -1.271, -6.342], [0.043, -1.271, -6.750], [1.024, -0.735, -5.928], [0.672, -0.208, -4.692], [-1.943, 2.136, -4.246], [-3.120, 1.704, -2.989], [-0.481, 4.785, -2.180], [0.108, 3.329, -2.972], [1.931, 4.569, 1.364], [4.166, 5.566, 1.179], [5.407, 5.469, -0.956], [4.391, 4.349, -2.913], [2.167, 3.356, -2.749], [-1.386, 2.125, 1.561], [-2.590, 3.207, 3.429], [-2.507, 5.662, 3.688], [-1.210, 7.030, 2.091], [0.007, 5.956, 0.244], [-4.068, 3.233, -4.025], [-5.913, 4.808, -3.977], [-5.914, 6.716, -2.398], [-4.011, 6.979, -0.828], [-2.182, 5.372, -0.821], [-2.610, 1.171, -0.434], [-4.080, -0.148, 1.039], [-4.573, -2.516, 0.502], [-3.602, -3.544, -1.522], [-2.110, -2.248, -2.985], [-2.678, -0.729, -4.810], [-2.049, -1.682, -6.990], [0.310, -1.679, -7.716], [2.056, -0.720, -6.252], [1.436, 0.226, -4.053], [1.050, -3.299, -3.092], [0.391, -3.702, -1.987], [0.263, -2.977, -0.900], [-0.450, -3.682, 0.050], [-0.820, -3.083, 1.367], [-1.514, -4.129, 2.282], [-2.168, -5.328, 1.670], [-1.825, -5.725, 0.447], [-0.895, -4.908, -0.320], [-0.359, -5.263, -1.926], [1.239, -2.320, -3.219], [1.016, -3.858, -3.928], [-1.378, -2.169, 1.171], [-2.186, -3.641, 2.985], [-2.898, -5.875, 2.253], [-2.262, -6.603, -0.010]],
  "forces_ev_per_angstrom": [[0.0, 0.4, 0.0], [0.1, 0.1, 0.1], [-0.1, 0.1, -0.2], [0.0, 0.0, 0.1], [0.0, -0.2, -0.1], [0.2, 0.0, 0.0], [0.0, 0.1, 0.0], [-0.1, 0.1, 0.0], [0.0, -0.1, 0.1], [0.0, 0.1, 0.0], [0.0, 0.0, 0.0], [0.1, 0.0, 0.0], [-0.5, 0.7, -0.3], [0.7, -0.8, 0.2], [-0.2, 0.5, 0.1], [0.2, -0.1, -0.1], [0.0, 0.0, 0.0], [0.0, 0.0, 0.0], [0.0, 0.0, 0.0], [-0.1, -0.1, -0.1], [0.0, 0.0, 0.1], [0.0, 0.0, 0.0], [0.0, 0.0, 0.0], [-0.1, 0.0, -0.1], [0.0, 0.0, 0.0], [0.0, 0.0, 0.0], [0.0, 0.0, 0.0], [0.0, 0.0, 0.0], [0.0, 0.0, 0.0], [0.0, 0.0, 0.0], [0.0, -0.1, 0.0], [-0.2, -0.1, -0.1], [0.0, 0.0, 0.0], [0.0, 0.0, 0.0], [0.0, 0.0, 0.0], [0.0, 0.0, 0.0], [0.0, 0.0, 0.0], [0.0, 0.0, 0.0], [0.1, 0.1, 0.0], [0.0, 0.0, 0.0], [0.0, 0.0, 0.0], [0.0, 0.0, 0.0], [0.2, 0.2, -0.1], [-0.2, -0.4, 0.5], [0.0, 0.0, 0.0], [-0.1, 0.0, 0.0], [0.1, -0.2, 0.0], [0.0, 0.0, 0.0], [0.0, 0.0, 0.0], [0.0, 0.0, 0.0], [0.0, 0.0, 0.0], [0.0, 0.0, 0.0], [0.1, 0.0, 0.1], [0.0, 0.0, -0.1], [0.0, 0.0, 0.0], [0.0, 0.0, 0.0], [0.0, 0.0, 0.0], [0.1, 0.0, 0.0], [0.0, 0.1, -0.2], [0.0, 0.0, 0.0], [0.0, 0.0, 0.0], [0.0, 0.0, 0.0], [0.0, 0.0, 0.0], [0.0, 0.0, 0.0], [-0.1, -0.1, -0.1], [0.2, 0.0, 0.2], [0.0, 0.0, 0.0], [0.0, 0.0, 0.0], [0.0, 0.0, 0.0], [0.0, 0.0, 0.0], [0.0, 0.0, 0.0], [0.0, 0.0, 0.0], [0.0, 0.0, 0.0], [0.0, 0.0, 0.0], [0.0, 0.0, 0.0], [0.0, 0.0, 0.0], [0.0, 0.0, 0.0], [0.0, 0.1, 0.0], [0.0, -0.1, -0.1], [-0.1, 0.0, -0.1], [0.0, 0.1, 0.0], [0.0, 0.0, 0.0], [0.0, 0.0, 0.0], [0.0, 0.0, 0.0], [0.0, 0.0, 0.0], [0.0, 0.0, 0.0], [0.0, 0.0, 0.0], [0.0, 0.0, 0.0], [0.0, 0.0, 0.0], [0.0, 0.0, 0.0], [0.0, 0.0, 0.0], [0.0, 0.0, 0.0], [0.0, 0.0, 0.0], [0.0, 0.0, 0.0], [0.0, 0.0, 0.0], [0.0, 0.0, 0.0], [0.0, 0.0, 0.0], [0.0, 0.0, 0.0], [0.0, 0.0, 0.0], [0.0, 0.0, 0.0], [0.1, 0.0, 0.0], [0.0, 0.0, 0.0], [0.0, 0.0, 0.0], [0.0, 0.0, 0.0], [0.0, 0.0, 0.0], [0.0, 0.0, 0.0], [0.2, -0.1, -0.1], [-0.1, 0.1, 0.1], [0.2, -0.3, 0.1], [-0.1, 0.1, -0.1], [0.1, -0.1, 0.0], [0.0, -0.1, -0.1], [0.0, 0.0, 0.1], [0.0, 0.1, 0.0], [-0.1, 0.0, 0.0], [0.0, 0.0, -0.1], [0.0, 0.1, 0.0], [0.0, 0.0, 0.0], [0.0, 0.0, 0.0], [0.0, 0.0, 0.0], [0.0, 0.0, 0.0], [0.0, 0.0, 0.0]],
  "lowdin_charge": [0.74, -0.03, -0.34, -0.02, -0.01, 0.03, 0.09, -0.14, -0.17, -0.32, -0.06, -0.05, -0.14, 0.19, -0.22, -0.01, -0.04, -0.03, 0.02, -0.21, 0.03, 0.10, 0.06, 0.05, 0.14, 0.08, 0.10, 0.09, 0.14, 0.15, 0.15, 0.10, 0.09, 0.10, 0.08, 0.09, 0.03, 0.10, 0.11, 0.12, 0.12, 0.13, -0.30, -0.19, -0.31, 0.98, -0.38, -0.10, -0.07, -0.07, -0.07, -0.10, -0.40, -0.11, -0.07, -0.06, -0.06, -0.12, -0.22, -0.03, -0.07, -0.09, -0.07, -0.03, 0.96, -0.42, -0.13, -0.07, -0.07, -0.06, -0.09, -0.40, -0.09, -0.05, -0.06, -0.07, -0.13, 0.11, 0.09, 0.11, 0.07, 0.10, 0.11, 0.11, 0.11, 0.09, 0.07, 0.11, 0.11, 0.12, 0.12, 0.10, 0.11, 0.11, 0.11, 0.07, 0.10, 0.12, 0.12, 0.12, 0.10, 0.12, 0.12, 0.11, 0.11, 0.10, 0.13, -0.70, 0.05, -0.32, -0.10, -0.14, -0.03, -0.07, -0.48, 1.15, 0.08, 0.11, 0.10, 0.14, 0.12, 0.12]
}


# 2
{
  "formula": "C10H14N2OS2",
  "method": "ωB97M-V/def2-TZVPD",
  "relative_energy_ev": 0.000,
  "charge": 0,
  "homo_ev": -8.229,
  "elements": ["C", "C", "C", "C", "C", "C", "C", "C", "C", "C", "N", "N", "O", "S", "S", "H", "H", "H", "H", "H", "H", "H", "H", "H", "H", "H", "H", "H", "H"],
  "coordinates": [[-0.171, -2.494, 2.028], [0.241, -1.160, 2.151], [-0.752, -2.918, 0.916], [0.147, -0.329, 1.111], [-1.125, -2.062, -0.226], [-0.367, -0.681, -0.205], [2.351, 2.436, -1.767], [1.682, 1.051, -1.558], [1.723, 3.340, -0.801], [0.197, 1.171, -1.535], [-0.445, -0.062, -1.321], [-3.176, -0.709, 1.374], [-3.487, -2.928, 0.455], [-0.031, 2.760, -0.523], [-3.108, -1.600, -0.034], [-0.005, -3.187, 2.899], [0.658, -0.891, 3.115], [-1.199, -3.914, 0.898], [0.458, 0.656, 1.195], [-1.175, -2.494, -1.144], [3.435, 2.253, -1.418], [2.282, 2.755, -2.765], [1.971, 0.233, -2.372], [1.973, 0.452, -0.517], [2.173, 3.313, 0.211], [1.612, 4.430, -0.977], [-0.241, 1.317, -2.547], [-2.665, -1.097, 2.126], [-2.959, 0.361, 1.235]],
  "forces_ev_per_angstrom": [[0.0, -2.1, 1.4], [0.5, 0.8, 0.1], [-1.8, -1.3, -0.9], [0.1, 0.3, -0.4], [0.8, 3.9, 3.4], [-2.1, -3.1, -0.3], [2.2, -2.8, 1.9], [1.9, -3.3, 0.1], [-1.8, 1.7, 2.6], [-0.7, 1.5, -1.9], [0.0, -0.8, 2.0], [-0.2, 3.8, -1.8], [-1.2, -0.4, -0.5], [-0.2, -0.6, -0.3], [2.0, -1.0, 1.4], [-0.3, 0.7, -1.1], [0.0, 0.5, -0.2], [0.4, 0.1, 0.0], [0.6, 1.7, 0.3], [0.1, -1.3, -2.6], [-1.3, 0.6, -1.1], [0.0, 0.3, -1.3], [-0.4, 1.9, 1.5], [-0.3, 2.0, -2.5], [0.1, -0.3, -0.6], [0.4, -0.7, -0.6], [0.9, 1.3, 0.4], [0.7, -0.6, 0.9], [-0.5, -2.8, 0.4]],
  "lowdin_charge": [-0.12, -0.08, -0.10, -0.06, -0.24, -0.29, -0.26, -0.24, -0.48, -0.64, 0.06, -0.20, -0.52, 0.83, 0.92, 0.13, 0.12, 0.11, 0.05, 0.07, 0.14, 0.09, 0.15, 0.16, 0.07, 0.07, 0.11, 0.02, 0.12]
}


# 3
{
  "formula": "C5H12O2",
  "method": "ωB97M-V/def2-TZVPD",
  "relative_energy_ev": 4.711,
  "charge": 0,
  "homo_ev": -8.842,
  "elements": ["C", "O", "C", "C", "C", "C", "O", "H", "H", "H", "H", "H", "H", "H", "H", "H", "H", "H", "H"],
  "coordinates": [[0.206, 1.447, 1.635], [-0.232, 0.382, 1.019], [0.469, 0.079, -0.232], [1.751, -0.709, 0.004], [-0.524, -0.631, -1.135], [-1.713, 0.230, -1.563], [-2.731, 0.336, -0.592], [1.675, 0.225, 2.675], [1.237, -0.333, 2.910], [-0.420, 1.490, 2.560], [0.736, 1.060, -0.636], [1.595, -1.651, 0.542], [2.491, -0.113, 0.547], [2.179, -0.949, -0.976], [-0.894, -1.543, -0.651], [0.029, -0.937, -2.031], [-1.346, 1.223, -1.875], [-2.185, -0.228, -2.437], [-2.323, 0.621, 0.236]],
  "forces_ev_per_angstrom": [[-0.3, -0.3, -0.1], [0.2, 0.5, 0.1], [0.1, 0.0, -0.3], [0.0, 0.0, 0.0], [0.0, 0.0, 0.0], [0.2, -0.1, -0.4], [0.1, 0.1, 0.3], [0.1, -0.2, 0.3], [0.3, 0.1, 0.2], [0.0, -0.1, -0.1], [-0.1, -0.1, -0.1], [-0.1, 0.2, -0.1], [-0.2, -0.1, 0.0], [-0.1, 0.0, 0.2], [0.1, 0.1, -0.1], [-0.1, 0.0, 0.1], [-0.1, -0.1, 0.1], [0.0, 0.1, 0.1], [-0.1, -0.1, -0.1]],
  "lowdin_charge": [0.02, -0.21, -0.39, -0.06, -0.14, -0.26, -0.06, 0.05, 0.09, 0.02, 0.13, 0.09, 0.07, 0.09, 0.13, 0.12, 0.12, 0.12, 0.07]
}


# 4
{
  "formula": "C17H16N2O5S",
  "method": "ωB97M-V/def2-TZVPD",
  "relative_energy_ev": 1.468,
  "charge": 0,
  "homo_ev": -8.140,
  "elements": ["C", "O", "C", "C", "C", "C", "C", "C", "C", "C", "O", "C", "O", "C", "O", "N", "C", "N", "C", "C", "S", "C", "C", "O", "C", "H", "H", "H", "H", "H", "H", "H", "H", "H", "H", "H", "H", "H", "H", "H", "H"],
  "coordinates": [[-0.158, -5.341, 1.487], [-0.983, -4.290, 1.048], [-0.400, -3.114, 0.702], [0.957, -2.845, 0.756], [1.451, -1.601, 0.389], [0.589, -0.617, -0.048], [1.106, 0.743, -0.466], [1.057, 0.911, -1.966], [1.873, 0.076, -2.853], [1.627, 0.279, -4.322], [2.690, -0.704, -2.415], [0.184, 1.898, -2.258], [-0.223, 2.404, -3.422], [-0.360, 2.488, -1.006], [-1.161, 3.395, -0.973], [0.245, 1.811, 0.019], [0.005, 1.997, 1.351], [-0.886, 2.775, 1.848], [-0.870, 2.757, 3.199], [0.054, 1.940, 3.763], [0.974, 1.134, 2.549], [-0.779, -0.876, -0.122], [-1.287, -2.104, 0.257], [-2.602, -2.443, 0.239], [-3.537, -1.476, -0.172], [0.558, -5.641, 0.715], [0.383, -5.075, 2.401], [-0.830, -6.172, 1.696], [1.650, -3.600, 1.089], [2.511, -1.413, 0.433], [2.128, 0.871, -0.090], [2.279, -0.371, -4.899], [1.810, 1.318, -4.585], [0.587, 0.063, -4.553], [-0.847, 3.126, -3.217], [-1.573, 3.372, 3.729], [0.249, 1.759, 4.800], [-1.440, -0.098, -0.470], [-3.509, -0.587, 0.468], [-4.511, -1.953, -0.082], [-3.376, -1.177, -1.214]],
  "forces_ev_per_angstrom": [[0.1, -0.2, 0.1], [-0.1, 0.3, -0.1], [-0.1, 0.0, 0.0], [-0.2, -0.3, 0.1], [-0.2, 0.3, -0.1], [0.2, -0.2, 0.1], [0.2, -0.4, -0.2], [-0.4, 0.6, 0.2], [-0.1, 0.1, -0.4], [0.2, -0.3, -0.1], [0.0, 0.1, 0.1], [0.5, -0.4, 0.0], [-0.1, 0.0, 0.1], [-0.2, 0.4, 0.0], [0.1, -0.1, -0.2], [0.1, 0.0, -0.6], [0.5, -0.4, 1.2], [-0.4, 0.3, -0.9], [0.4, -0.3, 0.6], [0.1, 0.0, -0.1], [-0.5, 0.5, -0.2], [-0.1, -0.2, 0.0], [0.0, -0.1, 0.0], [0.4, -0.2, 0.1], [-0.1, 0.2, -0.1], [0.0, 0.0, 0.0], [0.0, 0.0, 0.0], [0.1, 0.0, 0.0], [0.0, -0.1, 0.0], [0.2, 0.0, 0.0], [-0.1, 0.0, -0.1], [0.0, 0.0, 0.0], [0.0, 0.1, -0.1], [-0.1, 0.0, -0.1], [0.1, -0.1, 0.1], [-0.1, 0.1, 0.2], [0.0, 0.0, 0.2], [-0.1, 0.0, 0.0], [0.0, 0.0, 0.0], [0.0, 0.1, 0.0], [0.0, 0.0, 0.0]],
  "lowdin_charge": [-0.08, -0.06, -0.20, 0.00, -0.05, -0.22, -0.19, -0.03, -0.39, 0.00, 0.10, -0.17, 0.12, -0.35, 0.12, 0.03, -0.54, 0.08, -0.24, -0.40, 1.08, 0.05, -0.18, -0.06, -0.08, 0.10, 0.10, 0.09, 0.11, 0.12, 0.16, 0.09, 0.09, 0.09, 0.13, 0.10, 0.06, 0.12, 0.10, 0.10, 0.10]
}